Record 1
Formula: C20H28N4O5
Source: the OMol25 dataset
Level of theory: ωB97M-V with the def2-TZVPD basis set

CARTESIAN COORDINATES (ANGSTROEM)
C  4.217  2.740  3.958
C  4.097  1.228  3.828
O  3.778  0.842  2.493
C  2.473  0.878  2.148
O  1.581  1.189  2.923
C  2.253  0.499  0.781
N  3.258  0.152  -0.097
C  2.705  -0.144  -1.300
C  3.330  -0.542  -2.482
C  2.543  -0.784  -3.587
O  3.007  -1.176  -4.800
C  4.391  -1.352  -4.963
C  1.122  -0.630  -3.513
O  0.468  -0.903  -4.677
C  -0.933  -0.772  -4.686
C  0.513  -0.239  -2.348
C  1.301  0.013  -1.214
C  1.024  0.424  0.118
N  -0.145  0.729  0.793
C  -1.446  0.729  0.391
O  -1.833  0.421  -0.713
C  -2.391  1.194  1.497
N  -3.604  0.406  1.497
C  -3.352  -0.974  1.864
C  -4.637  -1.782  1.731
N  -5.657  -1.229  2.603
C  -6.869  -2.018  2.579
C  -5.905  0.151  2.230
C  -4.621  0.960  2.367
H  3.258  3.206  3.748
H  4.957  3.122  3.259
H  4.518  2.996  4.970
H  3.320  0.852  4.501
H  5.048  0.737  4.046
H  4.233  0.129  0.147
H  4.402  -0.651  -2.510
H  4.528  -1.661  -5.998
H  4.779  -2.131  -4.299
H  4.940  -0.420  -4.789
H  -1.244  -1.033  -5.697
H  -1.405  -1.452  -3.971
H  -1.243  0.253  -4.461
H  -0.553  -0.118  -2.271
H  0.060  0.999  1.756
H  -1.878  1.177  2.477
H  -2.662  2.231  1.270
H  -2.596  -1.384  1.191
H  -2.982  -1.050  2.903
H  -4.449  -2.817  2.026
H  -4.957  -1.767  0.675
H  -7.588  -1.586  3.273
H  -7.329  -2.063  1.578
H  -6.639  -3.032  2.901
H  -6.668  0.561  2.896
H  -6.265  0.228  1.189
H  -4.811  1.995  2.073
H  -4.299  0.946  3.424

Results
Energy above the lowest of the compared OMol25 structures with the same formula, charge and spin, eV: 1.392
Orbital gap, eV: 8.11
HOMO, eV: -7.58
SMILES string: CCOC(=O)c1[nH]c2cc(OC)c(OC)cc2c1NC(=O)CN1CCN(C)CC1
2S+1: 1

Atomic partial charges in e from the Mulliken method, atoms 1 to 6: C -1.08; C -0.26; O -0.41; C 0.79; O -0.76; C -0.49



Record 2
Formula: C20H28NO2Zn
Source: the OMol25 dataset
Level of theory: ωB97M-V with the def2-TZVPD basis set

CARTESIAN COORDINATES (ANGSTROEM)
O  -0.404  1.040  -0.787
C  -0.548  0.809  -2.215
C  0.432  1.928  -2.553
H  -1.601  0.951  -2.457
H  -0.198  -0.190  -2.484
C  0.681  1.964  -0.998
H  -0.019  2.842  -2.918
H  1.272  1.599  -3.146
C  0.277  3.225  -0.263
H  -0.733  3.541  -0.553
H  0.987  4.042  -0.420
H  0.236  3.002  0.816
C  1.998  1.400  -0.490
H  2.254  0.446  -0.972
H  1.914  1.200  0.585
H  2.826  2.122  -0.608
Zn  0.282  -2.145  1.053
C  2.840  -3.510  -0.026
C  1.676  -4.295  0.125
C  0.585  -3.625  -0.532
H  1.613  -5.261  0.633
C  1.098  -2.347  -1.007
C  2.510  -2.311  -0.687
H  3.203  -1.525  -0.991
H  3.853  -3.822  0.219
H  -0.330  -4.089  -0.903
H  0.603  -1.712  -1.728
C  2.476  -2.489  3.043
C  3.247  -1.326  2.818
C  2.377  -0.241  2.640
H  4.337  -1.293  2.911
C  1.031  -0.699  2.740
C  1.051  -2.119  3.007
H  0.272  -2.682  3.529
H  3.870  -5.646  3.924
H  2.698  0.791  2.464
H  0.151  -0.051  2.783
O  -2.960  1.583  -0.477
C  -3.100  2.945  -0.984
C  -4.545  3.217  -1.452
H  -2.387  3.045  -1.820
H  -2.807  3.695  -0.233
C  -5.272  1.879  -1.232
H  -4.554  3.495  -2.515
H  -5.004  4.021  -0.857
C  -4.257  0.974  -0.501
H  -5.486  1.420  -2.203
H  -6.204  1.982  -0.674
H  -4.114  -0.001  -0.976
H  -4.565  0.783  0.532
N  3.437  -4.818  3.536
C  2.997  -3.747  3.307

Results
Energy above the lowest of the compared OMol25 structures with the same formula, charge and spin, eV: 0.000
Orbital gap (alpha / beta), eV: 3.30 / 3.70
HOMO (alpha / beta), eV: -0.60 / -1.01
Charge: -1
2S+1: 1

Atomic partial charges in e from the Mulliken method, atoms 1 to 6: O -0.34; C 0.00; C -1.06; H 0.02; H 0.00; C 1.64



Record 3
Formula: C20H28NO4
Source: the OMol25 dataset
Level of theory: ωB97M-V with the def2-TZVPD basis set

CARTESIAN COORDINATES (ANGSTROEM)
C  1.106  -4.715  -3.730
C  1.301  -3.247  -3.360
C  0.252  -2.728  -2.374
C  0.490  -1.245  -2.027
O  1.506  -1.213  -1.048
N  0.370  -3.490  -1.098
C  -0.852  -3.605  -0.245
C  -1.038  -2.324  0.516
C  -2.053  -1.421  0.227
C  -2.044  -0.166  0.799
C  -1.021  0.239  1.662
O  -1.053  1.533  2.045
C  0.153  2.237  2.289
C  1.051  2.365  1.034
O  1.531  1.101  0.595
C  0.306  3.058  -0.080
C  -0.465  2.346  -0.985
C  -1.172  3.004  -1.976
C  -1.118  4.383  -2.066
C  -0.352  5.102  -1.164
C  0.358  4.443  -0.176
C  -0.079  -0.726  2.062
O  0.928  -0.453  2.973
C  0.548  -0.668  4.325
C  -0.090  -1.978  1.471
H  1.318  -5.395  -2.905
H  0.092  -4.894  -4.080
H  1.787  -4.977  -4.535
H  2.296  -3.087  -2.940
H  1.228  -2.647  -4.266
H  -0.750  -2.867  -2.787
H  -0.433  -0.800  -1.643
H  0.794  -0.699  -2.926
H  1.557  -0.325  -0.652
H  0.748  -4.416  -1.316
H  1.079  -2.918  -0.578
H  -0.701  -4.441  0.442
H  -1.712  -3.823  -0.880
H  -2.835  -1.684  -0.469
H  -2.801  0.561  0.552
H  -0.174  3.235  2.587
H  0.729  1.790  3.104
H  1.906  2.991  1.332
H  1.975  0.682  1.345
H  -0.511  1.271  -0.909
H  -1.769  2.437  -2.675
H  -1.671  4.898  -2.837
H  -0.305  6.178  -1.230
H  0.958  5.007  0.523
H  1.421  -0.420  4.925
H  -0.292  -0.027  4.610
H  0.273  -1.713  4.490
H  0.677  -2.677  1.774

Results
Energy above the lowest of the compared OMol25 structures with the same formula, charge and spin, eV: 0.109
Orbital gap, eV: 9.00
HOMO, eV: -11.38
Charge: +1
SMILES string: CC[C@H](CO)[NH2+]Cc1ccc(OC[C@@H](O)c2ccccc2)c(OC)c1
2S+1: 1

Atomic partial charges in e from the Mulliken method, atoms 1 to 6: C -1.35; C -0.69; C -0.16; C -0.30; O -0.72; N 0.15



Record 4
Formula: C20H29AsFeN6O7
Source: the OMol25 dataset
Level of theory: ωB97M-V with the def2-TZVPD basis set

CARTESIAN COORDINATES (ANGSTROEM)
Fe  0.257  1.155  0.117
N  -0.058  2.652  1.403
N  -1.323  2.440  1.975
C  -2.051  1.335  1.531
O  -3.190  1.143  1.848
O  -1.325  0.517  0.777
H  0.655  2.633  2.127
H  -0.028  3.530  0.890
H  -1.817  3.224  2.367
O  1.958  1.703  -0.814
C  2.019  2.126  -1.978
C  0.921  2.420  -2.833
C  1.185  2.723  -4.180
C  0.147  3.032  -5.007
C  -1.171  3.093  -4.532
C  -1.441  2.827  -3.215
C  -0.404  2.471  -2.326
O  -0.686  2.262  -1.077
N  0.417  3.318  -6.424
O  -0.535  3.584  -7.126
O  1.572  3.263  -6.791
H  3.022  2.276  -2.399
H  2.195  2.706  -4.569
H  -1.960  3.358  -5.223
H  -2.448  2.881  -2.823
C  4.360  0.863  0.982
As  2.907  -0.328  1.372
C  3.246  -1.047  3.111
C  2.902  -1.768  0.114
O  1.433  0.495  1.475
H  5.277  0.453  1.402
H  4.145  1.827  1.440
H  4.461  0.984  -0.092
H  4.124  -1.691  3.065
H  2.392  -1.633  3.443
H  3.425  -0.230  3.806
H  3.925  -2.119  -0.017
H  2.496  -1.412  -0.828
H  2.275  -2.567  0.504
C  -2.556  -2.149  -1.962
N  -1.502  -1.307  -2.547
C  -1.638  -0.861  -3.938
C  -0.572  -0.823  -1.791
N  0.283  -0.411  -1.117
H  -2.619  -3.081  -2.520
H  -3.508  -1.621  -2.010
H  -2.315  -2.357  -0.924
H  -1.638  -1.728  -4.597
H  -0.804  -0.212  -4.194
H  -2.572  -0.313  -4.054
N  -0.461  -1.656  2.614
C  -1.207  -2.375  3.546
C  -2.575  -2.540  3.367
C  -3.313  -3.285  4.272
C  -2.704  -3.873  5.376
C  -1.339  -3.699  5.558
C  -0.596  -2.958  4.650
H  0.405  -1.249  2.910
H  -0.952  -1.113  1.925
H  -3.063  -2.060  2.525
H  -4.379  -3.397  4.119
H  -3.283  -4.451  6.083
H  -0.845  -4.143  6.412
H  0.473  -2.835  4.798

Results
Energy above the lowest of the compared OMol25 structures with the same formula, charge and spin, eV: 0.000
Orbital gap (alpha / beta), eV: 5.90 / 5.88
HOMO (alpha / beta), eV: -9.62 / -9.62
Charge: +1
2S+1: 2

Atomic partial charges in e from the Mulliken method, atoms 1 to 6: Fe 0.57; N -0.11; N -0.31; C 0.53; O -0.63; O -0.33



Record 5
Formula: C20H29BBe2Br3Cl3CsF5N5O8P
Source: the OMol25 dataset
Level of theory: ωB97M-V with the def2-TZVPD basis set

CARTESIAN COORDINATES (ANGSTROEM)
C  0.124  -3.519  3.671
C  0.299  -3.747  2.071
O  -0.718  -4.073  1.403
N  1.654  -3.499  1.510
C  1.583  -2.968  0.109
C  0.788  -1.582  -0.037
C  1.754  -0.264  0.068
C  1.147  0.807  -0.968
C  1.665  2.305  -0.771
C  0.728  3.550  -0.559
C  -0.869  3.630  -0.498
C  -1.604  3.368  -1.910
C  -3.128  3.925  -1.746
F  -0.959  3.990  -3.038
N  1.619  4.714  -0.456
P  1.303  6.459  -0.257
O  2.554  7.316  -1.059
Cl  -0.433  6.913  -1.432
C  2.952  4.189  -0.597
N  3.053  2.766  -0.796
C  4.321  2.031  -1.001
C  5.039  2.108  -2.362
C  6.362  1.285  -2.326
C  6.746  0.509  -1.050
N  6.110  0.409  0.220
C  4.932  1.214  0.148
H  1.045  -2.900  4.012
H  -0.807  -2.862  3.819
H  0.032  -4.514  4.227
H  2.055  -4.460  1.405
H  2.634  -2.919  -0.369
H  1.001  -3.752  -0.515
H  0.370  -1.558  -1.120
H  -0.117  -1.469  0.655
H  1.683  0.092  1.171
H  2.853  -0.519  -0.145
H  0.004  0.837  -0.773
H  1.368  0.443  -2.029
H  -1.207  4.621  -0.019
H  -1.222  2.795  0.215
H  -1.710  2.239  -2.113
H  -3.587  4.137  -2.788
H  -3.150  4.850  -1.058
H  -3.823  3.148  -1.249
H  3.186  6.667  -1.543
H  3.836  4.905  -0.547
H  4.662  2.703  -3.258
H  7.045  1.258  -3.246
H  7.726  -0.106  -1.123
H  4.336  1.249  1.142
Cl  3.150  6.199  -3.262
Be  0.323  -2.487  5.855
B  -6.563  3.278  -3.283
F  -5.682  2.297  -2.708
F  -7.536  2.622  -4.107
F  -7.227  3.996  -2.233
F  -5.796  4.194  -4.081
N  -0.774  -3.712  -2.558
O  -0.427  -4.862  -2.285
O  -1.981  -3.456  -2.768
O  0.069  -2.802  -2.627
Cs  -3.024  -2.079  -3.787
Br  -1.654  -6.726  4.666
C  -3.253  -6.868  3.569
C  -3.435  -5.643  2.714
Br  -4.118  -4.148  3.762
H  -4.088  -7.056  4.248
H  -3.091  -7.781  2.920
H  -4.189  -5.818  1.945
H  -2.512  -5.303  2.241
C  -2.597  -0.305  3.465
O  -3.295  -0.062  4.480
O  -2.845  -1.534  2.967
O  -1.741  0.404  2.871
H  -3.508  -1.721  3.662
Be  -3.299  2.106  2.793
Br  5.843  -1.152  -3.335
Cl  -1.988  -8.304  1.792

Results
Orbital gap, eV: 1.25
HOMO, eV: -7.98
2S+1: 1

Atomic partial charges in e from the Mulliken method, atoms 1 to 6: C -0.50; C 0.52; O -0.52; N -0.41; C -0.35; C -0.25



Record 6
Formula: C20H29BF16N3O7S
Source: the OMol25 dataset
Level of theory: ωB97M-V with the def2-TZVPD basis set

CARTESIAN COORDINATES (ANGSTROEM)
C  2.108  2.300  0.311
C  1.229  1.362  1.096
O  0.824  0.196  0.356
C  0.012  0.412  -0.711
O  0.304  0.005  -1.835
C  -1.304  1.087  -0.406
C  -2.241  1.083  -1.612
C  -2.912  2.406  -1.919
N  -3.864  2.913  -0.866
C  -3.229  3.885  0.031
C  -3.550  3.406  1.446
N  -4.517  2.307  1.258
O  -5.840  2.835  1.651
C  -4.568  2.043  -0.113
N  -5.301  1.048  -0.555
S  -6.077  -0.038  0.565
C  -5.541  0.800  -1.980
B  -7.033  0.386  -2.345
O  -8.087  0.591  -1.480
O  -7.193  -0.101  -3.596
H  1.849  2.360  -0.740
H  2.010  3.291  0.734
H  3.149  2.022  0.367
H  0.364  1.865  1.518
H  1.792  0.989  1.937
H  -1.749  0.515  0.402
H  -1.130  2.071  0.005
H  -2.954  0.285  -1.472
H  -1.685  0.809  -2.498
H  -2.145  3.141  -2.094
H  -3.432  2.316  -2.860
H  -2.156  3.939  -0.079
H  -3.581  4.888  -0.165
H  -4.031  4.178  2.018
H  -2.708  3.025  2.004
H  -6.414  2.879  0.874
H  -5.074  -0.101  1.448
H  -5.263  1.660  -2.565
H  -4.901  -0.011  -2.303
H  -8.483  -0.245  -1.209
H  -7.890  -0.762  -3.661
C  3.367  -2.654  -3.660
C  2.781  -1.560  -4.580
C  1.259  -1.447  -4.713
F  0.720  -2.538  -5.286
F  0.967  -0.388  -5.511
F  3.341  -1.646  -5.803
F  3.173  -0.371  -4.037
O  3.884  -3.841  -4.252
C  3.147  -4.988  -4.438
C  3.108  -5.390  -5.917
F  2.499  -4.439  -6.648
F  2.403  -6.537  -6.037
F  1.915  -4.913  -3.906
F  3.789  -5.983  -3.788
H  4.252  -2.184  -3.233
H  2.709  -2.871  -2.819
H  0.792  -1.281  -3.742
H  4.120  -5.541  -6.295
C  4.572  -1.353  6.749
C  3.416  -0.507  7.332
C  1.997  -0.706  6.783
F  1.896  -0.347  5.488
F  1.147  0.083  7.481
F  3.738  0.801  7.289
F  3.327  -0.861  8.643
O  5.455  -0.748  5.808
C  5.281  -0.806  4.447
C  5.182  0.600  3.849
F  4.107  1.253  4.335
F  5.030  0.503  2.507
F  4.245  -1.579  4.078
F  6.389  -1.366  3.919
H  5.215  -1.537  7.608
H  4.231  -2.332  6.416
H  1.678  -1.745  6.898
H  6.077  1.181  4.076

Results
Orbital gap, eV: 9.37
HOMO, eV: -12.91
Charge: +1
2S+1: 1

Atomic partial charges in e from the Mulliken method, atoms 1 to 6: C -1.07; C 0.03; O -0.34; C 0.07; O -0.61; C -0.27



Record 7
Formula: C20H29EuN8O9P
Source: the OMol25 dataset
Level of theory: ωB97M-V with the def2-TZVPD basis set

CARTESIAN COORDINATES (ANGSTROEM)
Eu  8.737  8.290  9.438
N  11.126  10.671  13.518
C  12.330  10.014  13.618
C  12.189  8.825  12.956
N  10.946  8.835  12.277
C  10.313  9.903  12.709
C  8.914  10.252  12.426
N  8.031  9.350  11.989
C  6.807  10.058  11.911
C  6.972  11.323  12.435
N  8.288  11.420  12.849
H  10.821  11.485  14.017
H  13.171  10.382  14.157
H  12.905  8.019  12.889
H  5.884  9.633  11.579
H  6.217  12.135  12.534
H  8.810  12.245  13.202
N  8.394  6.372  11.391
C  9.328  5.265  11.234
C  10.435  5.499  10.141
O  11.397  4.751  10.100
O  10.233  6.501  9.322
H  8.575  6.847  12.263
H  7.430  6.018  11.348
H  8.758  4.399  10.826
H  9.800  4.958  12.187
O  4.968  11.832  4.139
C  5.239  12.606  5.116
O  5.110  13.800  5.420
C  5.953  11.780  6.193
C  7.229  12.253  6.598
C  8.016  11.539  7.457
N  7.458  10.523  8.181
C  6.157  10.265  8.047
C  5.352  10.818  7.049
C  5.598  9.302  9.098
O  4.499  9.589  9.608
O  6.355  8.318  9.395
H  7.672  13.049  6.051
H  8.982  11.895  7.717
H  4.267  10.531  7.015
N  12.474  12.120  7.659
C  12.718  11.002  8.678
P  12.066  9.483  8.031
O  12.193  9.275  6.545
O  10.627  9.490  8.597
C  12.941  8.085  8.897
N  12.504  6.861  8.143
H  12.015  11.705  6.830
H  13.346  12.551  7.254
H  11.808  12.796  8.018
H  12.291  11.269  9.616
H  13.786  11.060  8.817
H  12.584  7.937  9.951
H  14.029  8.035  8.953
H  13.197  6.136  8.421
H  12.520  7.004  7.137
H  11.445  6.586  8.423
C  7.608  5.624  6.910
C  8.358  6.867  6.375
C  8.713  6.891  4.891
O  8.815  7.755  7.106
H  7.397  4.819  6.152
H  6.649  6.004  7.360
H  8.190  5.212  7.745
H  8.228  7.763  4.404
H  8.340  5.927  4.525
H  9.810  6.945  4.793

Results
Energy above the lowest of the compared OMol25 structures with the same formula, charge and spin, eV: 3.126
Orbital gap (alpha / beta), eV: 4.04 / 4.61
HOMO (alpha / beta), eV: -5.70 / -6.27
2S+1: 8

Atomic partial charges in e from the Mulliken method, atoms 1 to 6: Eu 1.04; N -0.15; C -0.60; C -0.55; N -0.05; C 0.12



Number 1: total energy -37392.4525 eV. Number 2: total energy -75190.4438 eV. Number 3: total energy -30867.9499 eV. Number 4: total energy -139701.8015 eV. Number 5: total energy -317617.5825 eV. Number 6: total energy -94998.1521 eV. Number 7: total energy -80179.4580 eV.